The following is a DFT calculation (wB97M-V/def2-TZVPD) of C37H41As2N5O4PtS as an isolated structure.

XYZ file:
```
91
Properties=species:S:1:pos:R:3:lowdin_charge:R:1
Pt 0.55086 -0.18771 0.40891 0.707
C 2.55499 1.69160 2.66250 -0.380
C 2.87897 0.24887 3.04351 -0.377
As 2.60213 -0.80851 1.42422 1.162
C 3.06012 -2.63033 1.79307 -0.403
C 2.55561 -3.24059 2.94048 -0.123
C 2.88941 -4.55626 3.21942 -0.058
C 3.71950 -5.25839 2.35270 -0.048
C 4.21839 -4.64739 1.21027 -0.051
C 3.89189 -3.32843 0.92555 -0.090
C 3.97830 -0.13995 0.25694 -0.397
C 5.25930 0.07203 0.76073 -0.095
C 6.25784 0.55293 -0.07243 -0.051
C 5.98191 0.81456 -1.40913 -0.051
C 4.70909 0.59193 -1.91517 -0.061
C 3.70526 0.11530 -1.08300 -0.120
As 0.80066 1.69045 1.81527 1.163
C 0.39751 3.47298 1.25000 -0.395
C 1.26856 4.10264 0.36461 -0.103
C 1.00450 5.40105 -0.04232 -0.055
C -0.12689 6.05885 0.42592 -0.046
C -0.99653 5.42331 1.30145 -0.051
C -0.73632 4.12579 1.72085 -0.106
C -0.43065 1.24751 3.22612 -0.383
C -0.08509 1.42079 4.56231 -0.093
C -0.99847 1.09961 5.55763 -0.051
C -2.25487 0.61567 5.22065 -0.049
C -2.60469 0.45208 3.88626 -0.056
C -1.69330 0.76212 2.88888 -0.124
H 3.26575 2.07130 1.92811 0.072
H 2.54946 2.37604 3.50808 0.087
H 2.21763 -0.13124 3.82139 0.067
H 3.90670 0.12778 3.37882 0.084
H 1.91017 -2.69692 3.62154 0.109
H 2.50779 -5.03247 4.11287 0.117
H 3.98262 -6.28444 2.57307 0.118
H 4.86885 -5.19559 0.54185 0.117
H 4.29061 -2.85177 0.03873 0.107
H 5.49614 -0.14658 1.79532 0.109
H 7.25266 0.71710 0.32004 0.118
H 6.76360 1.18793 -2.05775 0.118
H 4.49899 0.78685 -2.95860 0.113
H 2.71198 -0.05594 -1.47990 0.068
H 2.14101 3.58433 -0.01894 0.104
H 1.67783 5.90032 -0.72671 0.116
H -0.32994 7.07279 0.10693 0.119
H -1.87724 5.93790 1.66178 0.120
H -1.41042 3.63475 2.41255 0.107
H 0.88107 1.81896 4.84497 0.102
H -0.72836 1.23516 6.59659 0.118
H -2.96504 0.37054 5.99923 0.118
H -3.58788 0.08369 3.62353 0.115
H -1.97169 0.62332 1.84979 0.080
C -5.87108 -2.33132 -4.96676 -0.095
C -5.62551 -1.68582 -3.61024 -0.284
S -3.92849 -1.22983 -3.36251 0.679
O -3.72201 -0.97505 -1.94191 -0.331
O -3.04929 -2.17692 -4.00196 -0.297
C -3.75549 0.33412 -4.20652 -0.191
C -2.29903 0.77854 -4.25598 -0.098
N -1.78492 1.04513 -2.90244 0.064
C -0.98550 0.21485 -2.20700 -0.317
N -0.87490 0.64475 -0.93867 -0.058
C -1.53706 1.83731 -0.86092 -0.025
C -2.10689 2.08648 -2.05687 -0.112
N -2.91033 3.23166 -2.38956 -0.317
O -3.43271 3.25650 -3.48967 0.104
O -3.00340 4.07995 -1.53417 0.132
C -0.32281 -0.97260 -2.81308 0.007
H -6.94388 -2.43354 -5.12202 0.092
H -5.41346 -3.31600 -5.01861 0.086
H -5.47390 -1.72934 -5.78478 0.078
H -5.83631 -2.35593 -2.77433 0.113
H -6.20912 -0.77565 -3.45472 0.114
H -4.37037 1.05987 -3.67702 0.106
H -4.14368 0.20849 -5.21834 0.124
H -2.22039 1.67917 -4.85606 0.138
H -1.67369 0.00228 -4.68592 0.123
H -1.61637 2.42902 0.03340 0.102
H 0.13174 -0.69565 -3.76479 0.106
H -1.02676 -1.78281 -3.00549 0.075
H 0.46591 -1.33522 -2.16047 0.058
N -1.65762 -2.23856 -0.35602 0.007
C -2.10349 -3.49499 -0.23334 -0.048
C -1.11089 -4.23160 0.37394 -0.018
C -0.07753 -3.32082 0.58948 -0.115
N -0.41410 -2.10738 0.14824 -0.143
H -2.17967 -1.46787 -0.75483 0.094
H -3.08772 -3.76255 -0.58094 0.136
H -1.12929 -5.27861 0.62045 0.113
H 0.88971 -3.48635 1.03091 0.082
```

Net charge: +2
E (hartree): -6997.78681